{
  "formula": "C17H14Cl2LuO2",
  "method": "wB97M-V/def2-TZVPD",
  "largest_force_ev_per_a": 2.85,
  "total_charge": -1,
  "energy_ev": -80620.737,
  "homo_lumo_gap_ev": 4.2774,
  "molar_mass_g_mol": 496.17,
  "de_lowest_kcal_mol": 1.3,
  "symbols": ["C", "C", "C", "H", "C", "C", "H", "H", "H", "H", "Lu", "Cl", "C", "C", "C", "H", "C", "C", "H", "H", "H", "H", "Cl", "C", "C", "C", "C", "C", "C", "C", "O", "O", "H", "H", "H", "H"],
  "xyz": [[-3.5570, 0.2238, 0.3484], [-3.1334, 1.1644, -0.6407], [-1.9836, 1.8742, -0.1174], [-3.6087, 1.3751, -1.5973], [-1.7662, 1.4136, 1.2363], [-2.7186, 0.3920, 1.4850], [-2.7961, -0.2058, 2.3850], [-4.4633, -0.3751, 0.3079], [-1.4567, 2.7004, -0.6035], [-1.0640, 1.8692, 1.9445], [-1.2461, -0.3612, -0.4143], [-1.0349, -1.0103, -2.7435], [0.7826, 1.8736, -4.1718], [1.2704, 2.8423, -3.2384], [0.2749, 3.8622, -3.0998], [2.2485, 2.8326, -2.7553], [-0.8255, 3.5250, -3.9518], [-0.5112, 2.2950, -4.6129], [-1.1307, 1.7895, -5.3543], [1.3175, 0.9899, -4.5208], [0.3595, 4.7645, -2.4926], [-1.7243, 4.1239, -4.1047], [3.8861, -4.7683, 4.8081], [2.9762, -3.7147, 3.8043], [1.5747, -3.8751, 3.7619], [0.8372, -3.1299, 2.8541], [1.4574, -2.1690, 2.0659], [2.8461, -2.0032, 2.0958], [3.6158, -2.7814, 2.9673], [0.5477, -1.4129, 1.1868], [-0.5819, -2.0171, 0.8895], [0.7625, -0.2153, 0.7204], [1.0668, -4.5966, 4.4125], [-0.2407, -3.2806, 2.7440], [3.3148, -1.3027, 1.4114], [4.7043, -2.6921, 2.9901]]
}



{
  "formula": "C17H14Cl2N2O2PdS",
  "method": "wB97M-V/def2-TZVPD",
  "largest_force_ev_per_a": 0.99,
  "total_charge": 2,
  "energy_ev": -64275.158,
  "homo_lumo_gap_ev": 3.5204,
  "molar_mass_g_mol": 487.70,
  "de_lowest_kcal_mol": 5.0,
  "symbols": ["Pd", "Cl", "C", "C", "C", "Cl", "C", "C", "C", "C", "N", "C", "C", "O", "H", "H", "H", "H", "S", "C", "C", "C", "C", "C", "N", "H", "H", "H", "H", "C", "C", "C", "O", "H", "H", "H", "H", "H", "H"],
  "xyz": [[-0.3697, 0.0855, 0.0910], [5.0608, -0.6772, 0.8689], [3.9016, -0.5125, 2.0392], [4.1883, -0.6121, 3.3704], [3.1612, -0.4609, 4.3180], [3.5918, -0.5834, 5.9200], [1.7688, -0.2247, 3.9737], [0.7564, -0.0991, 4.9299], [-0.5391, 0.1097, 4.4993], [-0.7926, 0.1643, 3.1367], [0.1695, 0.0278, 2.2125], [1.4214, -0.1370, 2.6219], [2.4901, -0.2033, 1.5635], [2.2652, 0.0071, 0.4070], [5.1986, -0.8036, 3.7057], [0.9812, -0.1592, 5.9860], [-1.3505, 0.2233, 5.2039], [-1.7936, 0.3222, 2.7560], [-0.8694, -0.0654, -2.1173], [-1.3987, -1.6566, -1.6067], [-2.0343, -2.6753, -2.2987], [-2.3565, -3.8181, -1.5916], [-2.0570, -3.9172, -0.2313], [-1.4264, -2.8615, 0.3866], [-1.0989, -1.7666, -0.3097], [-2.2703, -2.5630, -3.3473], [-2.8513, -4.6376, -2.0957], [-2.3084, -4.8016, 0.3350], [-1.1701, -2.8800, 1.4374], [-1.6018, 4.4166, 0.1903], [-0.7602, 3.2293, -0.1321], [0.3756, 3.4022, -1.0837], [-1.0229, 2.1392, 0.3759], [-0.9836, 5.3031, 0.3313], [-2.2265, 4.2334, 1.0597], [-2.2444, 4.6153, -0.6724], [0.0785, 4.0180, -1.9327], [0.7540, 2.4406, -1.4271], [1.1752, 3.9445, -0.5714]]
}



{
  "formula": "C17H14Cl2O2Sn",
  "method": "wB97M-V/def2-TZVPD",
  "largest_force_ev_per_a": 3.11,
  "energy_ev": -52824.441,
  "homo_lumo_gap_ev": [5.9946, 6.0701],
  "molar_mass_g_mol": 439.91,
  "de_lowest_kcal_mol": 11.1,
  "symbols": ["C", "C", "C", "H", "C", "C", "H", "H", "H", "H", "Sn", "Cl", "C", "C", "C", "H", "C", "C", "H", "H", "H", "H", "Cl", "C", "C", "C", "C", "C", "C", "C", "O", "O", "H", "H", "H", "H"],
  "xyz": [[-2.6176, -0.9525, -0.2206], [-1.9787, -1.1259, -1.5256], [-1.6858, 0.1336, -2.0453], [-1.6627, -2.0716, -1.9825], [-2.0660, 1.1303, -1.0948], [-2.6359, 0.5050, 0.0204], [-2.9652, 1.0120, 0.9314], [-3.2319, -1.7390, 0.2819], [-1.2753, 0.3496, -3.0529], [-1.9966, 2.2150, -1.2678], [-0.6768, -1.2604, 1.3790], [0.5690, -2.9976, 2.3387], [2.5898, 0.1978, -0.0296], [2.3136, 1.4709, -0.6298], [2.0261, 1.2347, -2.0096], [2.1696, 2.3857, -0.0715], [2.1200, -0.1669, -2.2682], [2.4622, -0.8117, -1.0388], [2.4326, -1.8818, -0.8396], [2.6929, 0.0197, 1.0469], [1.7205, 2.0136, -2.7530], [1.8776, -0.7051, -3.1967], [0.9875, 2.9340, 8.4739], [0.4814, 2.2925, 6.9586], [-0.6875, 1.4950, 6.8871], [-1.1043, 0.9946, 5.6496], [-0.3623, 1.3722, 4.5227], [0.8005, 2.1313, 4.6002], [1.2314, 2.6269, 5.8141], [-0.5613, 0.7588, 3.1979], [-1.5254, -0.0832, 3.1102], [0.3284, 0.9967, 2.3052], [-1.2513, 1.2976, 7.7970], [-1.9808, 0.3526, 5.5277], [1.3589, 2.3170, 3.6876], [2.1075, 3.2712, 5.8566]]
}



{
  "formula": "C17H15AuN",
  "method": "wB97M-V/def2-TZVPD",
  "largest_force_ev_per_a": 1.96,
  "total_charge": 1,
  "energy_ev": -23045.835,
  "homo_lumo_gap_ev": [6.0303, 6.0137],
  "molar_mass_g_mol": 430.28,
  "symbols": ["Au", "C", "C", "C", "C", "C", "H", "H", "H", "H", "H", "N", "C", "C", "C", "C", "C", "C", "C", "C", "C", "C", "C", "C", "H", "H", "H", "H", "H", "H", "H", "H", "H", "H"],
  "xyz": [[-0.0388, -0.1049, -0.2022], [0.0635, -0.2040, 2.9413], [0.9734, -1.0539, 2.3020], [0.3004, -1.7726, 1.2549], [-1.0472, -1.3230, 1.2500], [-1.1552, -0.3336, 2.3033], [0.2961, 0.4574, 3.7609], [2.0242, -1.1414, 2.5457], [0.6660, -2.6629, 0.7627], [-1.8643, -1.7443, 0.6792], [-2.0639, 0.2017, 2.5448], [1.5316, 1.5131, -0.0344], [1.7503, 2.2379, -1.2535], [3.0227, 2.2977, -1.7953], [3.2328, 2.9685, -2.9891], [2.1605, 3.5661, -3.6314], [0.8900, 3.4818, -3.0905], [0.6533, 2.8123, -1.8903], [-0.7332, 2.6535, -1.3726], [-1.6323, 3.7102, -1.5437], [-2.9733, 3.5836, -1.2205], [-3.4568, 2.3821, -0.7233], [-2.5779, 1.3306, -0.5121], [-1.2335, 1.4654, -0.8207], [2.4093, 1.1666, 0.3346], [1.0866, 2.0864, 0.6766], [3.8544, 1.8329, -1.2756], [4.2259, 3.0214, -3.4138], [2.3117, 4.0835, -4.5696], [0.0533, 3.9136, -3.6257], [-1.2618, 4.6470, -1.9391], [-3.6431, 4.4213, -1.3625], [-4.5065, 2.2601, -0.4920], [-2.9640, 0.3988, -0.1153]]
}



{
  "formula": "C17H15BrN4O2RuS2",
  "method": "wB97M-V/def2-TZVPD",
  "largest_force_ev_per_a": 0.30,
  "multiplicity": 6,
  "total_charge": 1,
  "energy_ev": -122214.193,
  "homo_lumo_gap_ev": [8.0959, 5.5562],
  "molar_mass_g_mol": 552.44,
  "de_lowest_kcal_mol": 0.0,
  "symbols": ["Ru", "C", "C", "C", "C", "C", "Br", "N", "C", "H", "H", "H", "H", "H", "H", "O", "C", "C", "C", "C", "C", "C", "C", "O", "N", "N", "C", "S", "C", "C", "S", "H", "H", "H", "H", "H", "H", "H", "H", "H", "N", "C"],
  "xyz": [[-0.2366, -0.8164, -1.0768], [-3.8358, 2.8158, -3.8063], [-3.6022, 1.4776, -3.1742], [-4.5230, 0.4385, -3.2718], [-4.2618, -0.7972, -2.7001], [-3.0630, -0.9376, -2.0364], [-2.5284, -2.5726, -1.2330], [-2.1646, 0.0370, -1.9105], [-2.4311, 1.2187, -2.4760], [-4.8832, 2.9444, -4.0720], [-3.2442, 2.9184, -4.7170], [-3.5560, 3.6230, -3.1307], [-5.4519, 0.5932, -3.8052], [-4.9584, -1.6184, -2.7722], [-1.6685, 1.9784, -2.3608], [2.5745, -0.4913, 3.9090], [1.9858, -1.6879, 3.9264], [2.2186, -2.4735, 5.0639], [1.6446, -3.7136, 5.1837], [0.8124, -4.2284, 4.1758], [0.5774, -3.4741, 3.0613], [1.1514, -2.1910, 2.9015], [0.8438, -1.4839, 1.6843], [0.0968, -1.9367, 0.7968], [1.4755, -0.2445, 1.5090], [1.0676, 0.3659, 0.4246], [1.7666, 1.4493, 0.0921], [1.2020, 2.4161, -1.1992], [2.7892, 3.2706, -1.4211], [3.4029, 3.4455, -0.0444], [3.2462, 1.8692, 0.8485], [2.3519, -0.0346, 3.0760], [2.8599, -2.0677, 5.8332], [1.8402, -4.3018, 6.0702], [0.3684, -5.2070, 4.2826], [-0.0531, -3.8417, 2.2641], [2.5944, 4.2274, -1.9016], [3.4107, 2.6564, -2.0729], [2.8929, 4.2189, 0.5291], [4.4627, 3.6852, -0.1079], [1.7617, -0.6810, -3.6243], [1.0636, -0.8486, -2.7179]]
}



{
  "formula": "C17H15BrN4O3SSiZr",
  "method": "wB97M-V/def2-TZVPD",
  "largest_force_ev_per_a": 0.20,
  "energy_ev": -120015.159,
  "homo_lumo_gap_ev": 8.4171,
  "molar_mass_g_mol": 554.61,
  "de_lowest_kcal_mol": 0.7,
  "symbols": ["Zr", "Br", "C", "C", "C", "C", "C", "C", "C", "O", "O", "H", "H", "H", "H", "C", "Si", "C", "C", "C", "C", "H", "H", "H", "H", "H", "H", "H", "H", "H", "N", "C", "O", "C", "C", "N", "C", "N", "H", "H", "S", "C", "N"],
  "xyz": [[-1.1115, 1.5010, 0.7761], [-1.9198, -6.0619, 0.2685], [-2.3761, -4.4415, -0.5911], [-3.1089, -4.4760, -1.7688], [-3.4443, -3.2889, -2.4043], [-3.0503, -2.0745, -1.8679], [-2.3181, -2.0599, -0.6867], [-1.9739, -3.2413, -0.0374], [-1.8891, -0.7761, -0.1054], [-1.2346, -0.7181, 0.9783], [-2.1651, 0.3301, -0.6890], [-3.4132, -5.4269, -2.1838], [-4.0157, -3.3184, -3.3221], [-3.3014, -1.1398, -2.3491], [-1.4031, -3.2078, 0.8795], [4.3778, -0.3719, -1.1223], [3.4862, 1.1484, -1.7327], [3.0981, 1.0099, -3.5505], [4.4731, 2.6903, -1.3807], [1.8850, 1.2729, -0.8164], [0.8266, 1.3583, -0.2139], [5.3309, -0.4932, -1.6422], [3.7811, -1.2692, -1.2939], [4.5815, -0.3033, -0.0525], [4.0166, 0.9348, -4.1369], [2.5433, 1.8828, -3.8980], [2.4930, 0.1243, -3.7519], [5.4313, 2.6626, -1.9043], [4.6727, 2.7897, -0.3124], [3.9335, 3.5807, -1.7070], [0.4460, 1.0865, 4.7342], [-0.5523, 1.1732, 3.8554], [-0.3039, 1.6816, 2.6956], [-1.8560, 0.7368, 4.1603], [-2.1787, 0.1357, 5.3981], [-2.3542, -0.3725, 6.4170], [-2.7412, 0.9557, 3.1001], [-3.2316, 1.2160, 2.0805], [0.2951, 0.7037, 5.6522], [1.3648, 1.3824, 4.4556], [-3.0388, 5.1918, -1.4845], [-2.3092, 4.1390, -0.5741], [-1.7455, 3.3528, 0.1284]]
}